The following is a quantum chemistry calculation of the molecule C5H5N3O in a non-equilibrium geometry, from the OMol25 dataset.

Each line ends with the natural charge from an NBO analysis.
Atoms and positions in Å:
O  0.8887  -2.3580  1.0785  -0.559
N  0.5105  -1.9541  -0.2027  -0.046
C  0.0695  -0.7148  -0.2482  0.036
C  -0.4468  -0.1943  0.9464  -0.243
C  -0.4602  0.9845  1.4087  -0.086
N  0.1712  2.0434  0.7160  -0.135
N  0.1815  2.1816  -0.4786  -0.115
C  0.0893  1.1811  -1.6142  -0.102
C  0.0084  -0.2224  -1.5228  -0.178
H  1.1448  -1.6930  1.6776  0.463
H  -1.1512  -1.0968  1.3371  0.244
H  -1.3484  1.0455  2.0365  0.237
H  0.3230  1.6362  -2.6987  0.229
H  0.0197  -0.8388  -2.4356  0.255

Summary:
F_max in eV/A: 6.3
Net charge: 0
SMILES: ON=c1ccnncc1
ΔE to the lowest compared entry with this formula, charge and spin in kJ/mol: 712.5
Highest occupied orbital energy in eV: -8.563